[1]
This record from OMol25 describes the molecule C3H9N3O2. The level of theory is ωB97M-V/def2-TZVPD.

- Structure (SMILES): NC(N)(N)CC(=O)O
- Orbital gap: 9.054 eV

```
! wB97M-V def2-TZVPD RIJCOSX def2/J DEFGRID3
* xyz 0 1
H 0.01 -0.43 -1.74
O -2.03 1.25 -0.76
C 0.56 0.15 0.29
H 2.53 -1.16 0.37
N 0.45 -0.19 1.62
H -3.66 -0.33 -0.53
C -1.81 0.07 -0.57
C -0.17 -0.66 -0.69
N 1.97 -0.80 -0.40
H 2.46 -0.26 -1.11
O -2.82 -0.82 -0.41
H -0.07 1.94 -0.51
H 0.27 -1.14 1.89
H -0.33 -1.70 -0.45
H 0.70 0.47 2.34
N 0.67 1.50 0.05
H 1.25 2.10 0.62
*
```

---

[2]
This record from OMol25 describes a cluster of 2 separate species, C4H4O2 in total. The level of theory is ωB97M-V/def2-TZVPD.

- <S²>: 2.0049
- Orbital gap (spin up / spin down): 5.081 / 8.005 eV

```
! wB97M-V def2-TZVPD RIJCOSX def2/J DEFGRID3
* xyz 0 3
H -1.40 -1.72 -0.70
H -1.12 -0.29 0.46
C -0.29 2.69 0.67
H 2.53 -1.01 -1.49
C -0.73 -1.19 0.12
C 0.59 -0.95 -0.39
C 1.71 -0.98 -0.83
O -0.24 3.26 -0.29
O -0.43 2.04 1.57
H -0.63 -1.84 0.88
*
```

---

[3]
This record from OMol25 describes a structure of composition C16H14N5O2PtS2. The level of theory is ωB97M-V/def2-TZVPD.

- <S²>: 6.0820
- Orbital gap (spin up / spin down): 5.673 / 5.214 eV

```
! wB97M-V def2-TZVPD RIJCOSX def2/J DEFGRID3
* xyz 1 5
C -9.26 -2.79 -2.39
C -15.89 -8.98 -3.86
C -13.07 -3.60 -3.80
C -8.46 -4.69 -3.70
H -11.44 -1.36 -1.86
H -9.05 -1.96 -1.68
H -12.92 -4.67 -9.05
C -14.50 -9.09 -3.73
H -7.54 -4.01 -1.87
H -13.99 -6.83 -9.15
H -9.80 -5.56 -6.34
N -17.05 -8.84 -3.99
S -14.41 -6.71 -4.95
H -14.01 -4.07 -3.99
C -12.48 -5.41 -8.39
C -12.90 -2.45 -3.05
Pt -12.17 -6.02 -5.31
H -14.33 -6.23 -7.50
C -8.35 -3.83 -2.57
N -10.03 -5.79 -5.37
S -12.21 -7.33 -3.43
C -13.51 -6.57 -8.18
H -11.57 -5.80 -8.90
C -10.52 -2.88 -3.05
O -13.15 -8.97 -8.00
H -9.55 -6.65 -5.10
N -12.03 -4.26 -4.33
C -12.85 -7.88 -7.57
N -13.32 -11.35 -3.39
C -10.74 -3.92 -4.03
N -12.09 -4.75 -7.12
C -11.61 -2.15 -2.62
C -13.89 -10.34 -3.53
O -11.98 -7.68 -6.64
H -13.78 -1.86 -2.75
H -12.69 -3.98 -6.87
H -7.65 -5.37 -3.99
C -9.67 -4.71 -4.40
C -13.78 -7.92 -3.95
H -11.14 -4.35 -7.19
*
```

---

[4]
This record from OMol25 describes the molecule C3H5N3OS. The level of theory is ωB97M-V/def2-TZVPD.

- Structure (SMILES): [H]/N=c1\nc(SC)[nH]o1
- Orbital gap: 10.009 eV

```
! wB97M-V def2-TZVPD RIJCOSX def2/J DEFGRID3
* xyz 0 1
O -2.05 -1.35 -0.26
C 2.02 1.34 -0.35
C -0.21 -0.07 -0.69
N -1.42 -0.51 -1.22
H -2.15 0.22 -1.47
C -1.19 -1.26 0.86
N -1.56 -1.65 1.98
H 1.47 1.61 0.56
H 2.56 0.29 -0.27
N 0.05 -0.48 0.47
H 2.73 2.18 -0.68
S 0.73 1.08 -1.68
H -0.96 -1.39 2.75
*
```

---

[5]
This record from OMol25 describes a cluster of 2 separate species, CH4ClN2P in total. The level of theory is ωB97M-V/def2-TZVPD.

- Orbital gap: 9.471 eV

```
! wB97M-V def2-TZVPD RIJCOSX def2/J DEFGRID3
* xyz 0 1
Cl -2.37 -1.26 0.56
H -2.76 1.38 0.79
H 1.32 0.65 -0.97
H -0.90 0.79 -0.38
N 1.58 0.45 1.00
N 1.82 1.00 1.97
H 0.81 -0.96 -0.31
C 1.42 -0.12 -0.16
P -2.37 0.54 -0.34
*
```

---

| no. | F_max (Eh/bohr) |
| --- | --- |
| 1 | 0.1228 |
| 2 | 0.1964 |
| 3 | 0.0649 |
| 4 | 0.0625 |
| 5 | 0.0598 |